The following is a quantum chemistry calculation of a structure of composition C15H12Br2N4O4SV at a distorted geometry, from OMol25.

Net charge: +2
Multiplicity: 2
E in eV: -206494.6317
Relative energy (zero: lowest compared OMol25 entry of this formula, charge and spin) in kJ/mol: 0.0

Atoms and positions in Å:
V1 -0.475 -0.345 0.020
Br1 1.618 -0.148 2.852
C1 -0.223 -0.357 3.100
C2 -0.753 -0.440 4.382
C3 -2.122 -0.574 4.534
C4 -2.943 -0.619 3.407
C5 -2.346 -0.524 2.176
N1 -1.006 -0.401 2.019
C6 -3.118 -0.580 0.889
O1 -4.267 -0.797 0.749
O2 -2.265 -0.369 -0.166
H1 -0.088 -0.399 5.232
H2 -2.552 -0.640 5.525
H3 -4.017 -0.724 3.472
S1 0.238 1.819 -0.084
C7 0.419 1.612 -1.801
N2 1.445 1.978 -2.511
C8 1.343 1.501 -3.900
C9 -0.112 0.996 -3.964
N3 -0.502 0.963 -2.533
H4 2.292 2.341 -2.099
H5 2.065 0.699 -4.048
H6 1.543 2.309 -4.599
H7 -0.194 0.008 -4.406
H8 -0.764 1.687 -4.498
H9 -1.475 1.004 -2.259
Br2 6.913 -3.841 -0.042
C10 5.076 -3.608 0.255
C11 4.402 -4.442 1.156
N4 3.107 -4.333 1.408
C12 2.409 -3.397 0.791
C13 2.997 -2.513 -0.113
C14 4.363 -2.625 -0.394
C15 2.241 -1.464 -0.787
O3 2.558 -0.694 -1.635
O4 0.896 -1.360 -0.288
H10 4.943 -5.218 1.685
H11 1.351 -3.347 1.014
H12 4.839 -1.958 -1.101

These are the Löwdin partial charges, in e, on atoms 1 to 6:
1. V 0.9511
2. Br 0.9284
3. C -0.6752
4. C -0.0369
5. C 0.0406
6. C 0.0705